Formula: C16H23O3Si
Source: OMol25
Level of theory: ωB97M-V/def2-TZVPD

```
43
Properties=species:S:1:pos:R:3:forces:R:3:nbo_charge:R:1
C -2.1252 -0.3599 0.8377 1.276 -0.417 1.589 0.616
C 4.8289 0.7412 -1.5628 -0.152 -0.052 -0.417 -0.232
H -4.5756 -3.7123 2.3141 0.126 0.083 0.107 0.251
O -3.4371 -0.3307 0.8726 -0.631 -0.298 0.037 -0.802
C -3.9686 -2.5733 -0.7675 -0.145 -0.278 -0.083 -1.155
C -0.1806 -0.5407 -0.1857 0.275 0.465 1.187 -0.003
H -6.4492 -0.5603 0.0553 0.068 -0.121 0.104 0.253
H -1.3544 -0.4946 2.8927 0.116 0.019 -0.154 0.240
H 3.1140 1.0918 -2.8356 0.205 -0.050 0.128 0.240
C -0.4240 2.7085 -2.3408 -0.762 0.261 -0.022 -0.275
C 3.5609 1.2025 -1.8509 -0.205 0.126 0.299 -0.102
H -6.4408 -0.6632 1.8243 0.115 -0.120 -0.124 0.256
C 6.7724 0.3954 0.0082 0.123 -0.118 -0.186 -0.657
H 2.7626 2.4903 1.2144 0.290 -0.135 0.062 0.230
Si -4.4383 -1.7873 0.8456 0.845 1.038 0.005 1.872
C 5.3929 0.8939 -0.2879 -0.208 0.148 0.174 0.130
H -2.9185 -3.0834 2.3429 -0.160 0.055 -0.061 0.252
H -1.0988 2.1829 -1.6518 0.261 -0.013 -0.246 0.224
H 5.4185 0.2446 -2.3324 -0.197 0.138 0.116 0.239
H 1.0499 -0.6760 1.6341 -0.146 -0.092 -0.247 0.228
C 0.0795 -0.5787 1.1586 0.728 0.053 -0.633 -0.286
H 0.9178 2.8227 -0.2403 0.178 -0.235 -0.196 0.213
H -4.1932 -2.2710 3.2757 -0.003 -0.063 -0.208 0.252
H -6.8547 -2.0876 0.8568 0.060 0.142 0.005 0.252
H -2.9025 -2.8237 -0.8210 -0.185 0.029 0.095 0.249
H 5.0950 1.6396 1.7002 -0.207 0.032 -0.197 0.240
C -6.2007 -1.2073 0.9038 -0.027 0.067 -0.038 -1.145
H -0.6894 2.5077 -3.3779 -0.073 0.109 0.222 0.233
C 4.6454 1.5267 0.7140 -0.192 0.163 0.274 -0.240
C 2.8029 1.8398 -0.8276 -0.040 -0.038 -0.064 -0.156
C 3.3700 1.9944 0.4594 -0.044 0.003 -0.132 -0.093
H 6.7601 -0.3443 0.8177 -0.053 0.143 -0.130 0.251
C 1.4842 2.3175 -1.0350 0.098 -0.420 -1.232 0.443
H 0.4809 -0.6252 -1.0287 -0.333 0.005 -0.265 0.202
H 7.4281 1.2146 0.3272 -0.165 -0.108 -0.052 0.252
H -4.1962 -1.9013 -1.6036 -0.015 -0.131 0.147 0.250
H -0.4474 3.7863 -2.1267 0.140 -0.337 -0.173 0.209
C -3.9751 -2.7931 2.3359 -0.052 -0.164 0.043 -1.158
O 0.9192 2.1983 -2.2053 0.864 0.165 1.653 -0.406
C -1.1434 -0.4606 1.8332 -2.075 0.138 -0.485 -0.411
O -1.5289 -0.3564 -0.3663 0.144 -0.340 -0.976 -0.436
H -4.5436 -3.4990 -0.8943 0.124 0.096 -0.133 0.248
H 7.2030 -0.0689 -0.8826 0.033 0.050 0.207 0.233
```
Forces are in eV/Å.

Output
multiplicity: 1
E_LUMO: -5.152 eV
net charge: +1

---

Formula: C16H24BCeF4N4O8
Source: OMol25
Level of theory: ωB97M-V/def2-TZVPD

```
58
Properties=species:S:1:pos:R:3:forces:R:3:nbo_charge:R:1
O -0.4228 1.1118 4.2180 -0.010 0.134 0.142 -0.634
H 1.5790 -2.2363 -1.7540 0.061 0.050 -0.023 0.262
C -2.9678 0.2939 -1.2088 0.033 -0.016 -0.014 -0.238
H -2.1305 -0.7646 3.7107 -0.040 -0.052 0.074 0.209
O -0.6036 2.8719 -0.1813 -0.111 -0.878 0.017 -0.744
C -3.2838 -0.2379 1.1473 0.190 -0.076 0.041 -0.226
N -0.9900 -1.1591 -1.8086 0.092 0.287 0.028 -0.455
C 0.9119 -2.5601 -0.9579 -0.053 0.052 0.000 -0.239
H -1.2152 -2.9696 -0.7967 -0.026 0.027 0.027 0.189
F 2.0694 0.2870 -2.0593 -0.365 -0.078 0.240 -0.538
O -1.3667 1.0545 -4.4299 0.013 0.280 -0.128 -0.617
B 3.0819 -0.1157 -3.0643 0.251 -0.031 0.025 1.371
F 3.1490 0.8654 -4.0200 -0.037 -0.095 0.042 -0.538
C -0.5170 -2.5180 -1.4934 0.013 0.037 0.058 -0.214
C 0.8819 -2.4035 1.5041 -0.071 0.022 -0.051 -0.207
O -0.2046 0.9268 1.9970 0.247 0.070 -0.870 -0.767
H -0.5295 -3.1373 -2.3973 -0.057 -0.070 -0.049 0.201
N -1.3448 -1.5284 1.9121 -0.043 -0.086 0.093 -0.435
C 2.9160 -0.1097 1.1097 -0.205 -0.217 -0.250 0.797
H 1.2502 -1.7581 2.3043 0.034 -0.004 0.006 0.226
H -4.0642 0.2919 -1.2672 -0.081 0.018 0.024 0.187
N -2.5223 0.5612 0.1674 0.266 0.425 -0.301 -0.437
C -1.1686 -0.8787 3.2046 -0.012 -0.086 -0.142 -0.344
H 0.4925 -0.9872 -3.3082 0.083 -0.070 0.014 0.268
C -0.5659 -2.7394 1.7824 0.015 0.090 -0.044 -0.216
H -4.3115 -0.3643 0.7867 -0.101 0.037 0.026 0.189
O 2.2661 0.9524 0.6823 -0.649 -0.495 -0.317 -0.749
H -0.5884 -3.3499 2.6969 -0.019 -0.037 0.070 0.180
H 3.1872 -2.2009 0.7795 -0.034 -0.131 0.019 0.201
O 3.7170 -0.1485 2.0103 0.134 0.329 0.208 -0.593
H -3.3430 0.3438 2.0669 0.030 0.017 0.008 0.214
H -0.9771 -3.3647 0.9947 -0.031 -0.035 0.003 0.192
H -2.8166 -2.3117 0.6837 0.043 -0.015 -0.011 0.186
H -3.3694 -2.0061 2.3164 -0.068 -0.041 0.038 0.173
H -2.8922 -1.1674 -2.7451 0.002 -0.045 -0.047 0.211
H 1.4708 -3.3280 1.5401 0.074 -0.053 0.001 0.186
C -1.9048 3.0272 -0.2770 -0.075 -0.316 0.180 0.792
F 4.2774 -0.2932 -2.3730 -0.181 0.002 -0.075 -0.554
C -2.7417 1.9910 0.4950 0.062 0.098 0.134 -0.321
C -0.8017 0.6933 -3.4211 0.045 -0.154 0.321 0.793
O -0.3993 1.4432 -2.4363 0.016 -0.331 0.573 -0.761
N 1.1745 -1.7158 0.2268 0.270 0.308 0.077 -0.455
C -0.5383 0.5116 3.1702 0.007 0.053 -0.341 0.797
H -2.4517 2.1337 1.5372 -0.059 -0.055 0.044 0.240
H -2.6192 1.1049 -1.8441 -0.036 0.037 -0.022 0.257
F 2.6424 -1.3482 -3.5957 -0.049 0.171 0.144 -0.570
H -2.8641 -1.8470 -1.1349 -0.002 -0.037 -0.007 0.192
Ce 0.2532 0.8122 -0.2758 -0.043 0.673 0.500 1.935
H -3.7889 2.2749 0.3707 -0.128 -0.077 -0.032 0.199
C 2.6258 -1.3894 0.3157 0.194 0.125 -0.217 -0.333
H 1.1623 -3.6055 -0.7355 0.030 -0.051 -0.010 0.190
H -1.1313 -1.3592 -3.9231 -0.027 -0.133 0.003 0.194
H 3.0337 -1.2176 -0.6757 -0.025 -0.048 -0.077 0.270
C -2.7270 -1.6130 1.5119 0.023 0.117 -0.090 -0.192
C -0.5683 -0.7905 -3.1802 0.161 0.043 0.053 -0.339
O -2.4901 3.9327 -0.8167 0.213 0.350 -0.168 -0.586
C -2.4691 -1.0398 -1.7443 0.031 0.000 0.029 -0.213
H -0.5456 -1.4882 3.8626 0.010 -0.038 0.024 0.217
```
Forces are in eV/Å.

Output
multiplicity: 1
E_LUMO: 0.399 eV
net charge: -1